C27H55CsIN4O9SSi as an isolated structure. Source: the OMol25 dataset; level of theory: ωB97M-V/def2-TZVPD.

Cartesian coordinates (Å):
Cs: 1.047 1.380 0.023
O: 1.844 1.252 -3.701
C: 2.979 2.031 -4.014
C: 4.268 1.279 -3.725
N: 4.397 1.021 -2.309
C: 4.944 2.109 -1.513
C: 4.116 2.224 -0.225
O: 4.147 1.239 0.552
O: 3.353 3.221 -0.103
C: 4.713 -0.323 -1.907
C: 3.511 -1.258 -1.723
O: 2.337 -0.769 -1.918
O: 3.729 -2.425 -1.383
H: 2.120 0.547 -3.073
H: 2.978 2.963 -3.431
H: 2.926 2.297 -5.075
H: 5.122 1.858 -4.116
H: 4.240 0.324 -4.257
H: 4.814 3.037 -2.070
H: 6.016 1.991 -1.285
H: 5.198 -0.296 -0.932
H: 5.402 -0.819 -2.609
I: 6.376 3.918 2.130
C: 5.251 2.461 3.104
C: 5.877 1.415 3.745
C: 5.079 0.448 4.347
C: 3.707 0.594 4.287
N: 3.103 1.610 3.668
C: 3.861 2.515 3.065
H: 6.956 1.342 3.764
H: 5.523 -0.401 4.849
H: 3.048 -0.135 4.748
H: 3.360 3.302 2.515
N: 0.512 -2.191 -0.629
C: 1.158 -2.981 0.440
C: 2.002 -2.106 1.356
N: 2.564 -2.964 2.401
H: -0.068 -2.785 -1.215
H: 1.252 -1.718 -1.244
H: -0.179 -1.450 -0.211
H: 1.801 -3.731 -0.022
H: 0.389 -3.483 1.030
H: 1.377 -1.362 1.856
H: 2.766 -1.586 0.773
H: 3.388 -3.432 2.039
H: 2.865 -2.393 3.182
C: -5.456 -2.376 -0.285
C: -4.336 -1.970 0.667
C: -4.857 -1.835 2.092
C: -3.206 -2.999 0.612
O: -3.897 -0.672 0.273
Si: -2.473 -0.188 -0.422
O: -1.181 -0.526 0.430
O: -2.326 -0.910 -1.908
C: -2.647 -0.476 -3.231
C: -1.684 0.630 -3.651
C: -4.094 0.006 -3.296
C: -2.463 -1.701 -4.117
O: -2.691 1.429 -0.704
C: -3.204 2.442 0.161
C: -2.776 2.201 1.606
C: -2.624 3.755 -0.350
C: -4.727 2.458 0.054
H: -5.882 -3.340 0.001
H: -5.062 -2.452 -1.300
H: -6.244 -1.621 -0.276
H: -5.260 -2.784 2.453
H: -5.643 -1.079 2.129
H: -4.048 -1.522 2.753
H: -3.572 -3.973 0.943
H: -2.377 -2.686 1.248
H: -2.835 -3.089 -0.411
H: -1.811 1.500 -3.006
H: -1.874 0.930 -4.684
H: -0.648 0.296 -3.581
H: -4.235 0.864 -2.639
H: -4.772 -0.789 -2.977
H: -4.348 0.296 -4.318
H: -1.432 -2.054 -4.062
H: -2.691 -1.458 -5.157
H: -3.125 -2.506 -3.791
H: -1.689 2.182 1.691
H: -3.159 1.244 1.966
H: -3.162 2.998 2.243
H: -1.535 3.745 -0.285
H: -2.998 4.599 0.234
H: -2.899 3.900 -1.396
H: -5.133 1.498 0.370
H: -5.027 2.634 -0.981
H: -5.140 3.251 0.681
C: -0.172 0.470 3.561
S: 0.268 -0.987 4.536
C: -0.902 -2.162 3.821
H: -1.015 1.004 3.998
H: -0.428 0.137 2.553
H: 0.705 1.117 3.538
H: -0.826 -2.122 2.734
H: -1.922 -1.927 4.125
H: -0.632 -3.156 4.173

Properties
Energy relative to the best compared isomer or geometry (same formula, charge and spin) ... 0.0 kcal per mole
Net charge ... -1
Orbital gap ... 0.2574 Ha
HOMO level ... -4.9866 eV
E ... -2963.8991 hartree

In the Mulliken picture, each atom carries the following charge in e: 1.12 -0.41 -0.40 -1.08 0.80 -1.38 0.82 -0.41 -0.75 -1.14 0.72 -0.98 -0.77 0.31 0.22 0.40 0.43 0.39 0.37 0.24 0.19 0.48 0.06 -0.21 -0.15 -0.73 -0.19 -0.30 -0.31 0.37 0.39 0.40 0.50 0.78 -1.08 1.62 -0.73 0.47 0.16 -0.79 0.53 0.30 -0.65 -0.32 0.29 0.27 -1.77 1.84 -1.75 -1.09 1.10 -3.01 0.70 0.16 1.97 -1.55 -1.37 -1.83 0.25 1.80 -0.99 -1.64 -1.66 0.46 0.18 0.32 0.46 0.32 0.24 0.60 -0.05 0.12 0.07 0.53 0.36 -0.02 0.27 0.54 0.29 0.39 0.36 0.10 -0.02 0.65 0.23 0.42 0.33 0.06 0.34 0.48 0.31 -0.20 -0.29 0.46 -0.73 0.10 -0.46 0.34 0.46